# 1
C4H9NOSi | wB97M-V/def2-TZVPD

Its lowest unoccupied orbital energy is 0.0363 Eh. The calculation puts the relative energy (zero: lowest compared OMol25 entry of this formula, charge and spin) at 6.330 eV. Its charge is 0.

The geometry in XYZ format:
```
16
C4H9NOSi (wB97M-V/def2-TZVPD)
C -0.3242 -0.0658 2.6408
N -0.4105 1.0951 2.1802
O 0.3993 1.6459 1.3151
C 1.3362 0.9192 0.5137
C 0.5866 -0.1796 -0.1700
C 0.0476 -0.0197 -1.3600
Si -1.1958 -1.0106 -2.4589
H -1.0968 -0.4456 3.2749
H 0.4674 -0.7103 2.3989
H 2.2737 0.7025 1.0763
H 1.5280 1.8074 -0.1734
H 0.4124 -1.1583 0.3294
H 0.2162 0.8963 -1.8040
H -1.3629 -2.0215 -1.4500
H -0.4331 -1.0659 -3.7107
H -2.4440 -0.3890 -2.6021
```



# 2
C4H9NP | wB97M-V/def2-TZVPD

Its lowest unoccupied orbital energy is -0.1531 Eh. The calculation puts the relative energy (zero: lowest compared OMol25 entry of this formula, charge and spin) at 1.095 eV. Its charge is +1.

The geometry in XYZ format:
```
15
C4H9NP (wB97M-V/def2-TZVPD)
N 1.5323 -0.8282 0.1514
C 0.3821 -0.2998 0.9607
C -0.0445 1.0419 0.4013
C -0.8543 0.6511 -0.8588
C -1.6655 -0.5532 -0.4800
P -1.1632 -1.5293 0.7759
H 1.8671 -1.6508 0.5754
H 2.3365 -0.1765 0.0167
H 1.1532 -0.8611 -0.8032
H 0.8481 -0.2051 1.9853
H 0.6257 1.7641 0.0405
H -0.6367 1.5965 1.1063
H -0.2000 0.2680 -1.6370
H -1.6244 1.4200 -1.0609
H -2.5562 -0.6377 -1.1734
```



# 3
C4H9NS | wB97M-V/def2-TZVPD

Its lowest unoccupied orbital energy is 0.0247 Eh. The calculation puts the relative energy (zero: lowest compared OMol25 entry of this formula, charge and spin) at 3.519 eV. Its charge is 0.

The geometry in XYZ format:
```
15
C4H9NS (wB97M-V/def2-TZVPD)
C -0.6717 1.5574 -0.0648
C -1.2882 0.3852 0.0543
C -1.7893 -0.7206 0.3790
C -2.9415 -1.3680 -0.3767
H -0.8138 2.5320 0.4040
H 0.0219 1.4304 -0.8623
H -1.2384 -1.2824 1.1992
H -2.6144 -2.2173 -1.0401
H -3.7074 -1.7187 0.2447
H -3.3681 -0.5982 -0.9667
N 4.0563 0.8368 -0.0655
S 3.5918 -0.6704 0.5193
H 4.9337 0.9126 0.3489
H 3.5476 1.6500 0.3533
H 2.2814 -0.7287 -0.1265
```



# 4
C4H9NS | wB97M-V/def2-TZVPD

Its lowest unoccupied orbital energy is 0.0256 Eh. The calculation puts the relative energy (zero: lowest compared OMol25 entry of this formula, charge and spin) at 7.867 eV. Its charge is 0.

The geometry in XYZ format:
```
15
C4H9NS (wB97M-V/def2-TZVPD)
C 2.8243 0.1019 0.1831
C -0.1577 0.0474 0.5894
C -0.8618 1.0765 -0.1502
C -1.3584 -0.1928 -0.4644
H 2.4295 1.2089 0.0324
H 3.5555 -0.2508 1.1949
H 3.4900 -0.0799 -1.1948
H -0.4577 -0.1095 1.6976
H -1.4331 2.0053 0.2519
H -0.4469 1.3371 -1.1065
H -1.2741 -0.8386 -1.4786
H -1.8136 -1.6650 0.8877
H -3.3570 -1.0711 -0.5451
N -2.3630 -0.7100 0.2982
S 1.2241 -0.8594 -0.1957
```



# 5
C4H9NS | wB97M-V/def2-TZVPD

Its lowest unoccupied orbital energy (alpha / beta) is 0.0149 / 0.0149 Eh. The calculation puts the relative energy (zero: lowest compared OMol25 entry of this formula, charge and spin) at 6.959 eV. Its charge is 0.

The geometry in XYZ format:
```
15
C4H9NS (wB97M-V/def2-TZVPD)
C 1.2707 1.1600 -0.1315
C 2.4584 -0.3209 0.8354
C 0.9155 -1.3522 -1.2792
C -2.4125 0.6989 0.5378
N 2.4358 0.9446 0.6024
S 0.7344 -0.4744 0.1343
H 0.6571 1.9529 -0.1766
H 3.3310 -0.9471 0.7621
H -3.3095 1.0376 0.1298
H 1.7603 -1.2179 -1.9558
H 0.7065 -2.3042 -0.8835
H -2.7267 0.6555 1.6017
H -1.9714 -0.2344 0.2816
H -1.5825 1.3404 0.3945
H 3.0395 1.7061 0.8739
```



# 6
C4H9NS | wB97M-V/def2-TZVPD

Its lowest unoccupied orbital energy is 0.0348 Eh. The calculation puts the relative energy (zero: lowest compared OMol25 entry of this formula, charge and spin) at 1.666 eV. Its charge is 0.

The geometry in XYZ format:
```
15
C4H9NS (wB97M-V/def2-TZVPD)
C -0.9783 -0.4733 1.9390
C -0.9033 -0.3852 0.3628
N -0.7687 0.9628 -0.2391
C 0.3603 0.0602 -0.2900
C 0.8202 -0.2970 -1.6721
S 1.8907 0.9238 -2.3915
H -2.0589 -0.3195 2.2369
H -0.2610 0.1505 2.4967
H -0.8961 -1.4921 2.2775
H -1.6141 -1.0273 -0.1099
H -0.7083 1.7261 0.4516
H 1.1284 0.3145 0.3935
H 1.2391 -1.2931 -1.6835
H 0.0235 -0.2227 -2.4096
H 2.7263 1.3724 -1.3623
```



# 7
C4H9NS3 | wB97M-V/def2-TZVPD

Its lowest unoccupied orbital energy is -0.0117 Eh. The calculation puts the relative energy (zero: lowest compared OMol25 entry of this formula, charge and spin) at 0.343 eV. Its charge is 0.

The geometry in XYZ format:
```
17
C4H9NS3 (wB97M-V/def2-TZVPD)
C -3.1367 -0.0708 -0.1045
S -1.5874 -0.5695 -0.9011
C -0.4036 0.1301 0.0862
S -0.6035 1.1116 1.3675
C 0.9402 -0.3141 -0.4508
S 1.6386 -1.7404 0.5082
C 2.0295 0.7260 -0.3610
N 1.8906 2.0297 -0.9980
H -3.1039 -0.4215 0.9120
H -3.9035 -0.6592 -0.5600
H -3.3058 0.9782 -0.2862
H 0.7679 -0.6170 -1.4932
H 0.6733 -2.6199 0.0954
H 2.2352 0.8467 0.7184
H 2.8781 0.1728 -0.7611
H 1.4671 1.8617 -1.9075
H 1.3184 2.5945 -0.3441
```



# 8
C4H9O | wB97M-V/def2-TZVPD

Its lowest unoccupied orbital energy is 0.1519 Eh. The calculation puts the relative energy (zero: lowest compared OMol25 entry of this formula, charge and spin) at 1.581 eV. Its charge is -1.

The geometry in XYZ format:
```
14
C4H9O (wB97M-V/def2-TZVPD)
C -0.0934 -1.8031 0.6030
O 0.5856 -2.2944 1.6310
C 0.1118 -2.3567 -0.8335
C 0.6093 -0.9694 -0.4712
C -0.1315 0.2271 -1.0480
H -1.1437 -1.5292 0.8095
H -0.3804 6.7238 3.0741
H 0.8080 -3.1827 -0.8923
H -0.7772 -2.4339 -1.4512
H -0.2895 6.8313 2.3547
H 1.6645 -0.8666 -0.2599
H 0.5507 0.9564 -1.4992
H -0.8790 -0.0694 -1.7781
H -0.6351 0.7669 -0.2389
```